No. 1
102
Properties=species:S:1:pos:R:3:forces:R:3 method="wB97M-V/def2-TZVPD" e_tot_ev=-117006.196 total_charge=+3 de_lowest_kj_mol=111.9 gap_ev="7.31 / 7.31" homo_energy_ev="-16.518 / -16.517" lumo_energy_ev="-9.21 / -9.21"
Ti -0.6134 1.3241 -1.9243 0.28 0.08 0.43
C -3.4781 -2.6942 -2.1035 0.40 -0.55 0.07
C -2.2425 -2.5444 -1.2154 -0.46 0.30 -1.78
C -2.0925 -3.2011 -0.0365 -0.27 0.09 1.07
C -0.9999 -2.9335 0.8467 -0.60 -0.92 0.06
N -0.0325 -2.1222 0.5132 0.33 0.82 -0.33
N -0.1441 -1.5907 -0.6974 0.96 0.70 0.25
B 0.6892 -0.5228 -1.4905 -0.57 -0.22 0.34
N 2.1799 -0.8344 -1.5202 -0.38 -1.19 0.33
N 2.4688 -2.0730 -1.0835 0.02 -0.07 0.17
C 3.7334 -2.4546 -1.0097 -0.21 0.45 -0.63
C 4.7580 -1.5193 -1.3364 -0.26 -0.73 0.20
C 4.4538 -0.2729 -1.8066 0.69 0.57 0.14
C 5.5009 0.7841 -2.0918 -0.16 -0.80 -0.52
C 3.0850 0.0027 -1.9604 1.01 0.42 0.15
S 2.4479 1.3114 -2.9168 -0.72 0.55 -0.54
C 4.0488 -3.8848 -0.6083 0.27 0.45 0.15
C 4.7949 -3.7829 0.7536 -0.60 -0.14 -0.46
C 2.7798 -4.7397 -0.4693 0.86 -0.19 0.31
C 4.9932 -4.5147 -1.6581 -0.73 -0.04 -0.30
N 0.7214 2.3108 -0.6189 -0.23 -0.28 -0.78
N -0.0965 2.1062 0.4145 0.48 -0.58 -0.81
C 0.2063 2.6529 1.5444 -0.28 0.29 1.84
C 1.2887 3.5859 1.6455 -0.79 -0.75 -0.07
C 2.0872 3.8129 0.5819 0.73 0.23 -0.55
C 3.1900 4.8301 0.6349 0.05 -0.17 0.34
C 1.7877 3.0467 -0.5850 -0.05 0.18 0.68
S 2.8902 3.0466 -1.9498 0.53 0.40 -0.18
C -0.6383 2.2898 2.7740 0.52 -0.02 0.14
C -1.6246 3.4442 3.0346 -0.10 0.10 0.29
C -1.4525 0.9942 2.6097 0.15 0.11 0.75
C 0.3202 2.0787 3.9743 -0.36 -0.42 -0.25
C -1.1150 -1.7612 -1.5471 -1.19 -0.71 -0.27
S -0.4901 -0.9014 -3.0059 -0.33 -0.42 -0.01
C -0.9464 -3.6410 2.1922 0.15 0.16 -0.77
C 0.2975 -3.2266 2.9804 -0.53 -0.40 0.12
C -2.2461 -3.2576 2.9280 0.72 -0.42 0.47
C -0.8341 -5.1514 1.8721 0.75 0.28 0.43
H -4.3825 -2.6650 -1.4947 0.11 0.02 0.08
H -3.4875 -3.6729 -2.6266 0.18 0.49 0.33
H -3.5724 -1.9226 -2.8639 0.22 0.13 0.05
H -2.8973 -3.8599 0.3028 0.37 0.15 -0.13
H 5.7783 -1.8586 -1.2452 0.19 0.22 0.06
H 6.5168 0.4025 -1.9955 -0.15 -0.18 -0.14
H 5.4168 1.5944 -1.3985 -0.20 0.51 0.52
H 5.3558 1.1979 -3.0894 0.13 -0.01 -0.09
H 4.2008 -3.2286 1.4740 -0.21 -0.13 0.23
H 5.7420 -3.2702 0.6825 0.41 0.06 -0.20
H 4.9658 -4.7954 1.0988 0.10 -0.10 0.27
H 2.1823 -4.4510 0.3851 -0.17 0.19 0.17
H 3.0902 -5.7773 -0.3267 -0.01 0.07 0.10
H 2.1774 -4.7247 -1.3550 -0.38 0.15 -0.56
H 5.9262 -3.9821 -1.7856 0.20 0.21 0.01
H 4.5039 -4.6152 -2.6467 0.21 0.05 0.48
H 5.2441 -5.5077 -1.3048 0.07 -0.22 -0.03
H 1.4977 4.0979 2.5644 -0.13 0.07 0.37
H 3.3322 5.1677 1.6709 -0.01 -0.06 -0.40
H 2.9017 5.6811 0.0321 -0.02 0.36 -0.14
H 4.1506 4.4781 0.2535 -0.09 -0.16 0.01
H -2.3808 3.4431 2.2343 0.09 0.14 0.32
H -1.1510 4.4424 3.0722 -0.09 -0.47 -0.04
H -2.1149 3.2748 4.0137 0.13 0.12 -0.56
H -2.1393 1.0744 1.7817 -0.25 -0.15 -0.33
H -2.0445 0.8906 3.5501 0.34 -0.08 -0.75
H -0.8187 0.0971 2.5020 -0.17 0.36 -0.06
H 0.6580 3.0039 4.3999 0.23 0.51 0.22
H 1.1908 1.4657 3.7200 -0.08 0.07 -0.11
H -0.2173 1.5359 4.7538 0.00 0.14 0.02
H 0.2810 -2.1539 3.1590 0.28 0.07 0.05
H 1.2043 -3.5362 2.4413 -0.17 0.25 0.32
H 0.2298 -3.7502 3.9458 0.31 0.23 -0.26
H -2.3393 -2.1819 3.0071 -0.03 0.32 -0.01
H -2.2449 -3.6576 3.9460 0.03 -0.04 -0.15
H -3.1091 -3.6493 2.4238 -0.52 -0.17 -0.17
H 0.0983 -5.3568 1.2859 -0.87 0.12 0.34
H -1.7109 -5.5491 1.3758 -0.08 -0.14 -0.17
H -0.7193 -5.6494 2.8366 -0.09 -0.24 -0.13
N -0.3580 1.6632 -5.1180 0.04 0.12 0.47
C -0.2220 2.6394 -6.0272 -0.12 -0.51 -0.60
C -0.3592 3.8483 -5.3830 -0.47 -0.49 0.70
C -0.6261 3.5023 -4.0460 0.58 0.66 -0.61
N -0.6010 2.1816 -3.8934 -0.10 -0.69 0.71
H -0.3717 0.6617 -5.2351 -0.02 0.13 -0.29
H -0.1015 2.3582 -7.0707 0.09 0.32 0.25
H -0.3806 4.8242 -5.8100 0.15 0.34 -0.19
H -0.7583 4.1381 -3.1855 -0.18 0.04 -0.11
O -1.7194 3.0155 -1.3974 -0.91 0.07 0.40
C -2.6347 2.2363 -0.9684 0.12 0.01 -0.40
O -2.4106 0.9825 -1.2256 0.42 -0.62 -0.14
C -3.8459 2.6232 -0.2589 -0.22 0.93 0.42
C -4.2037 3.9885 -0.2639 0.30 -0.33 -0.07
C -5.3323 4.4101 0.4168 0.04 0.27 -0.51
C -6.0956 3.4954 1.1143 -0.46 -0.42 0.74
C -5.7337 2.1476 1.1581 0.48 1.38 -0.71
C -4.6127 1.7025 0.4728 0.04 -0.42 -0.04
N -6.5328 1.2150 1.9620 1.03 0.22 -0.38
O -7.4440 1.6492 2.6048 -0.44 -0.04 0.17
O -6.1171 0.0809 1.9157 -0.39 -0.97 0.38
H -3.5706 4.6895 -0.8047 -0.23 -0.09 0.08
H -5.6619 5.4440 0.3579 0.20 -0.15 0.13
H -6.9614 3.8233 1.6930 0.17 -0.15 -0.28
H -4.3362 0.6509 0.5472 -0.08 0.32 -0.15

=====

No. 2
121
Properties=species:S:1:pos:R:3:forces:R:3 method="wB97M-V/def2-TZVPD" e_tot_ev=-259167.723 total_charge=+1 gap_ev=7.51 homo_energy_ev=-11.051 lumo_energy_ev=-3.54
C 1.7398 3.2919 1.9984 -0.27 -0.67 -1.01
C 2.2289 1.9451 1.3645 -0.37 0.79 0.62
N 2.3276 1.9285 0.0981 0.11 -0.76 0.55
C 2.5970 0.7173 2.3052 0.17 0.91 0.13
C 1.7360 -0.5612 1.9797 -0.72 2.75 -1.85
C 0.3362 -0.7771 2.7560 0.10 0.41 -0.27
C -0.5322 0.4069 2.2298 -1.50 1.15 -0.83
C -2.0489 0.4099 2.6570 0.24 -0.76 -0.17
C -2.7313 1.7977 2.5746 0.17 -0.62 0.87
F -4.0507 1.6430 2.9406 0.87 0.16 -0.75
F -2.2019 2.6581 3.5125 -0.04 -0.72 -0.92
C -2.6732 2.5467 1.2068 -1.03 2.23 0.33
F -1.4004 2.8741 0.8050 -0.82 -1.17 0.29
F -3.2506 3.7778 1.4544 0.39 -1.07 -0.03
C -3.5374 1.9295 0.0322 -0.67 -0.11 -0.64
F -4.0026 0.6728 0.2905 0.88 0.70 0.24
F -4.6586 2.6960 -0.1478 1.03 -0.53 0.09
C -2.8176 1.8782 -1.3620 -0.45 -0.82 -1.17
F -1.6399 1.1773 -1.3494 -0.70 0.78 0.67
F -3.6483 1.1530 -2.1784 0.56 0.60 0.84
C -2.5961 3.2704 -2.0795 0.49 0.24 -1.03
F -2.7318 4.3545 -1.2757 -0.05 -1.01 -0.15
F -3.4919 3.3663 -3.0982 0.50 0.09 0.88
C -1.1675 3.4067 -2.7639 -0.20 1.75 -0.22
F -0.1743 3.4789 -1.8490 -0.69 -0.77 -0.70
F -1.1830 4.6303 -3.3730 0.00 -0.98 0.32
F -0.9507 2.4964 -3.7141 0.08 0.21 1.00
P 0.6300 -0.4614 4.6502 0.70 -0.55 1.98
O -0.5803 -1.1253 5.5647 0.23 0.65 -1.60
Cl 0.3839 1.6049 5.0907 -0.37 -0.71 -0.65
C -0.0469 -2.2790 2.2949 0.94 0.36 -2.12
C -1.0745 -2.4073 1.1024 -2.83 -0.67 -0.56
C -2.2296 -3.3128 1.1454 0.73 1.99 -0.86
C -3.0587 -3.3513 -0.0078 -0.34 0.55 0.30
C -2.8200 -2.5597 -1.1715 -0.19 -0.91 1.64
N -1.7785 -1.7213 -1.2121 -0.56 -0.72 0.40
C -1.0067 -1.6817 -0.1286 1.64 0.62 1.31
C -0.4180 -3.3437 3.3552 -0.20 -1.41 2.32
F -1.6312 -3.1337 3.9510 0.76 0.10 -1.10
F 0.4439 -3.4506 4.4150 -0.20 0.86 -1.04
F -0.4023 -4.6248 2.8735 -0.33 1.39 -0.33
C 1.3640 -2.8391 1.6992 -1.68 -3.51 1.32
F 1.0511 -3.6877 0.6515 1.18 1.51 -0.27
N 2.4569 -1.8142 1.5014 0.25 -0.62 0.73
C 3.0802 -1.7301 0.1143 -0.66 0.15 -2.26
C 2.1630 -1.6174 -1.1497 0.25 0.88 -0.80
O 3.0969 -1.5434 -2.2675 0.21 -0.85 1.19
C 3.0996 -2.7337 -3.0228 0.24 0.85 0.11
O 2.3751 -2.7921 -3.9451 -0.32 -0.65 -0.70
C 3.6647 -2.3342 2.2756 2.20 -0.50 1.50
I 3.5355 -2.3967 4.4195 -2.87 -1.31 -0.12
C 5.1119 -1.6971 2.0186 1.38 -0.58 -0.45
C 6.0839 -2.7142 1.2521 -0.19 0.41 -0.32
I 6.2570 -1.2453 3.8517 1.62 1.26 -1.32
H 2.5889 3.9999 2.1177 -0.50 -0.62 0.29
H 1.0771 3.7428 1.2181 0.53 -0.29 0.68
H 1.1386 3.1383 2.9181 0.70 0.23 -0.39
H 2.6915 1.0129 -0.1963 -0.03 0.28 -0.27
H 2.4787 1.1060 3.3393 0.07 -0.73 -0.46
H 3.6902 0.5823 2.1486 -0.72 -0.26 0.19
H 1.3145 -0.2278 0.9891 0.34 -0.58 0.72
H -0.1318 1.4191 2.4927 0.17 -1.17 0.30
H -0.5892 0.5037 1.1122 0.40 -0.57 0.85
H -2.2491 0.0533 3.6916 0.29 0.43 -0.54
H -2.5482 -0.3395 1.9904 0.01 0.89 0.55
H -1.4720 -1.0823 5.1816 0.12 -0.03 0.34
H -2.4460 -3.9717 1.9974 0.02 0.47 -0.62
H -3.9208 -4.0469 -0.0121 0.67 0.55 0.04
H -3.5166 -2.6826 -2.0262 0.79 0.42 0.49
H -0.1830 -0.9366 -0.2099 -0.61 -0.64 -0.09
H 1.7287 -3.6143 2.4184 0.16 1.27 -0.15
H 3.7086 -2.6306 -0.0863 -0.40 0.78 0.69
H 3.6742 -0.7885 0.0144 -0.20 -0.99 0.68
H 1.4686 -2.4447 -1.3854 0.06 0.55 0.76
H 1.6880 -0.6043 -1.1572 -0.11 -1.07 -0.02
H 3.8286 -3.5273 -2.7375 -0.27 0.57 0.11
H 3.7972 -3.3994 1.9637 -0.54 0.93 0.21
H 5.1847 -0.7445 1.4680 -0.58 -0.47 0.45
H 6.5817 -2.1683 0.4145 -0.31 -0.43 0.67
H 5.5344 -3.5682 0.7934 0.30 0.49 0.40
H 6.8833 -3.1002 1.9231 -0.76 0.15 -0.59
Cl 4.3497 4.1403 -2.6978 0.05 -0.01 0.05
C 2.7869 4.9527 -2.9773 -0.16 0.02 -0.02
C 2.7933 5.7873 -4.2359 -0.16 -0.12 0.01
Cl 3.8471 7.2172 -4.0889 0.03 0.01 -0.02
H 2.5588 5.5547 -2.0988 0.10 0.00 -0.06
H 2.0346 4.1689 -3.0588 0.06 0.02 -0.06
H 1.7887 6.1556 -4.4398 0.04 -0.01 0.07
H 3.1254 5.2111 -5.0981 0.06 0.04 0.08
Cl 1.5307 9.3692 -9.5845 -0.03 -0.02 0.00
C 1.5198 9.9486 -7.8999 -0.01 0.07 0.07
C 2.0890 8.9276 -6.9430 0.15 0.21 0.08
Cl 1.0312 7.5015 -6.7740 -0.04 -0.03 -0.07
H 0.4956 10.2127 -7.6407 0.04 -0.10 -0.04
H 2.1245 10.8551 -7.8729 0.04 -0.08 0.03
H 2.1881 9.3661 -5.9500 -0.05 -0.01 -0.05
H 3.0712 8.5825 -7.2615 -0.11 -0.04 -0.05
Cl 1.5397 -5.3835 -2.1278 0.00 0.08 -0.05
C 0.8157 -6.7518 -1.2371 0.06 -0.17 0.05
C -0.6916 -6.6692 -1.1956 0.11 -0.30 0.08
Cl -1.2651 -5.3180 -0.1775 0.60 -1.34 -0.88
H 1.2416 -6.7667 -0.2307 -0.12 0.39 -0.92
H 1.1224 -7.6615 -1.7538 -0.03 0.07 -0.04
H -1.0990 -7.5842 -0.7638 0.11 0.03 0.05
H -1.1143 -6.5445 -2.1916 0.05 0.12 0.07
Cl -8.9876 2.2410 -1.1672 -0.01 0.00 -0.01
C -8.1132 3.7213 -0.6985 0.14 0.08 0.01
C -8.5845 4.2655 0.6299 0.12 0.04 0.05
Cl -10.2399 4.9159 0.5411 0.00 -0.04 0.01
H -8.2353 4.4519 -1.4966 -0.10 -0.05 0.06
H -7.0574 3.4578 -0.6355 -0.06 0.00 0.07
H -7.9386 5.0868 0.9415 -0.01 -0.02 -0.09
H -8.5632 3.5015 1.4058 -0.07 -0.01 -0.10
Cl 1.0675 -7.6114 1.6221 -0.09 -0.29 0.85
C 0.4171 -8.1478 3.1959 0.04 -0.12 0.35
C -0.6897 -9.1615 3.0311 0.04 -0.10 0.06
Cl -2.1572 -8.4385 2.3239 0.03 0.04 -0.08
H 0.0769 -7.2669 3.7384 -0.04 -0.01 -0.14
H 1.2460 -8.5903 3.7486 -0.04 -0.05 -0.08
H -0.9707 -9.5621 4.0049 0.04 0.09 -0.01
H -0.3825 -9.9916 2.3968 -0.02 0.10 -0.02